{"formula": "C31H46Cl3N4O6PTeY", "method": "ωB97M-V/def2-TZVPD", "charge": -1, "e_homo_ev": -4.58, "relative_energy_kj_mol": 0.8, "homo_lumo_gap_ev": 6.742, "species": ["Y", "N", "C", "C", "O", "N", "C", "C", "O", "O", "H", "H", "H", "H", "H", "H", "Cl", "C", "Cl", "Cl", "C", "O", "O", "C", "C", "P", "C", "C", "C", "C", "H", "H", "H", "H", "H", "H", "H", "H", "H", "H", "H", "H", "H", "H", "H", "C", "C", "N", "C", "C", "C", "O", "C", "C", "C", "C", "N", "C", "H", "H", "H", "H", "H", "H", "H", "H", "H", "H", "H", "H", "H", "H", "C", "C", "C", "C", "C", "C", "Te", "C", "C", "C", "H", "H", "H", "H", "H", "H", "H", "H", "H", "H", "H"], "coordinates": [[-0.430, -0.185, -0.142], [-2.857, 0.938, -0.840], [-2.952, 2.159, -0.021], [-2.476, 1.890, 1.410], [-3.080, 2.429, 2.342], [-1.427, 1.069, 1.471], [-1.033, 0.678, 2.821], [-0.546, -0.776, 2.869], [-0.300, -1.299, 3.944], [-0.394, -1.351, 1.716], [-3.045, 1.158, -1.811], [-3.579, 0.292, -0.539], [-3.965, 2.561, 0.035], [-2.308, 2.927, -0.454], [-1.871, 0.797, 3.508], [-0.215, 1.305, 3.195], [-1.844, 3.416, -3.251], [-0.222, 3.396, -2.543], [-0.049, 4.749, -1.425], [0.958, 3.576, -3.858], [0.052, 2.019, -1.820], [0.725, 2.049, -0.775], [-0.430, 1.009, -2.369], [3.524, 1.274, -2.677], [2.648, 0.160, -3.254], [2.001, -0.991, -1.956], [3.603, -1.577, -1.215], [4.750, -1.945, -2.151], [1.577, -2.433, -3.038], [0.609, -2.048, -4.158], [3.728, 2.030, -3.435], [4.482, 0.884, -2.324], [3.023, 1.760, -1.839], [3.206, -0.422, -3.991], [1.772, 0.585, -3.746], [3.335, -2.434, -0.592], [3.930, -0.786, -0.534], [4.483, -2.756, -2.828], [5.609, -2.279, -1.565], [5.068, -1.092, -2.752], [1.101, -3.170, -2.388], [2.484, -2.878, -3.453], [-0.216, -1.451, -3.767], [0.184, -2.942, -4.618], [1.108, -1.466, -4.935], [5.612, 5.187, 2.456], [6.234, 4.016, 1.701], [5.301, 2.934, 1.403], [4.838, 2.814, 0.024], [3.807, 3.877, -0.352], [4.940, 2.130, 2.439], [5.382, 2.313, 3.567], [4.018, 0.970, 2.185], [4.366, -0.239, 2.784], [3.562, -1.348, 2.594], [2.437, -1.223, 1.792], [2.074, -0.062, 1.245], [2.832, 1.007, 1.468], [6.353, 5.980, 2.575], [5.288, 4.862, 3.442], [4.755, 5.595, 1.920], [7.048, 3.605, 2.302], [6.644, 4.360, 0.750], [4.420, 1.824, -0.127], [5.712, 2.899, -0.628], [2.973, 3.859, 0.350], [3.413, 3.695, -1.353], [4.254, 4.872, -0.333], [5.258, -0.282, 3.394], [3.795, -2.293, 3.063], [1.791, -2.070, 1.596], [2.455, 1.930, 1.037], [-3.007, -5.204, -6.417], [-2.599, -4.653, -5.076], [-2.942, -3.368, -4.686], [-2.570, -2.852, -3.448], [-2.980, -1.446, -3.113], [-1.834, -3.634, -2.547], [-1.297, -2.930, -0.579], [-1.492, -4.939, -2.932], [-0.732, -5.856, -2.009], [-1.872, -5.424, -4.179], [-3.489, -4.437, -7.023], [-3.706, -6.035, -6.299], [-2.139, -5.578, -6.964], [-3.514, -2.744, -5.366], [-3.474, -0.971, -3.963], [-2.113, -0.846, -2.834], [-3.669, -1.451, -2.266], [0.126, -5.343, -1.572], [-0.390, -6.747, -2.537], [-1.368, -6.166, -1.178], [-1.590, -6.435, -4.461]]}

{"formula": "C5H12N2O", "method": "ωB97M-V/def2-TZVPD", "charge": 0, "e_homo_ev": -9.08, "relative_energy_kj_mol": 586.3, "homo_lumo_gap_ev": 6.853, "species": ["C", "N", "C", "C", "C", "N", "C", "O", "H", "H", "H", "H", "H", "H", "H", "H", "H", "H", "H", "H"], "coordinates": [[2.870, -0.393, -0.343], [1.669, -0.661, 0.399], [0.621, 0.066, -0.070], [-0.656, -0.778, 0.319], [-1.923, -0.251, -0.333], [-3.271, -0.640, 0.088], [0.577, 1.540, 0.719], [-0.387, 2.250, 0.249], [2.938, -0.732, -1.382], [3.140, 0.680, -0.303], [3.657, -0.959, 0.163], [0.700, 0.353, -1.131], [1.573, 1.997, 0.562], [-0.675, -0.606, 1.399], [-0.367, -1.812, 0.156], [-1.861, 0.835, -0.278], [-1.758, -0.435, -1.411], [-3.452, -1.610, -0.151], [-3.943, -0.094, -0.433], [0.549, 1.250, 1.782]]}